{"formula": "C2H11N3", "method": "wB97M-V/def2-TZVPD", "symbols": ["C", "N", "H", "H", "H", "H", "H", "N", "C", "N", "H", "H", "H", "H", "H", "H"], "coordinates": [[0.984, -2.171, -1.219], [0.155, -1.111, -1.874], [0.636, -2.398, -0.161], [0.887, -3.044, -1.807], [1.899, -1.648, -1.118], [0.675, -0.253, -1.899], [-0.403, -0.766, -1.029], [0.453, 2.194, 0.811], [-0.767, 1.405, 1.044], [-0.836, -0.165, 1.078], [0.786, 2.240, -0.122], [0.348, 3.153, 1.139], [-1.381, 1.678, 0.168], [-1.071, 1.579, 2.103], [-1.862, -0.334, 0.833], [-0.505, -0.360, 2.053]], "de_lowest_ev": 1.467, "total_charge": -1, "spin_multiplicity": 2, "homo_lumo_gap_ev": [3.048, 9.190], "homo_energy_ev": [1.1, -5.1], "s2": 0.751}

=====

{"formula": "C2H11N3O2", "method": "wB97M-V/def2-TZVPD", "symbols": ["C", "N", "C", "N", "N", "H", "H", "H", "H", "H", "H", "H", "H", "H", "O", "H", "H", "O"], "coordinates": [[2.486, 2.024, -0.610], [1.181, 1.902, -1.330], [0.351, 0.866, -0.851], [0.416, 0.452, 0.454], [-0.224, 0.243, -1.905], [3.131, 1.096, -0.832], [2.865, 3.016, -0.872], [2.164, 2.191, 0.468], [1.183, 2.083, -2.361], [0.703, 1.064, 1.156], [-0.322, -0.150, 0.912], [-1.097, -0.187, -1.773], [-4.179, -0.387, 4.651], [-3.493, 0.794, 5.294], [-3.552, -0.125, 5.402], [0.141, -4.859, -2.221], [-1.303, -4.735, -2.778], [-0.451, -5.286, -2.804]], "de_lowest_ev": 2.093, "homo_lumo_gap_ev": 8.936, "homo_energy_ev": -8.5, "smiles": "[H]/N=C(\\N)NC.O.O"}

=====

{"formula": "C2H11N4O", "method": "wB97M-V/def2-TZVPD", "symbols": ["C", "C", "N", "N", "N", "N", "O", "H", "H", "H", "H", "H", "H", "H", "H", "H", "H", "H"], "coordinates": [[-0.322, 3.133, 1.677], [0.911, -2.014, -1.628], [0.139, -1.196, -2.160], [-0.284, 1.974, 1.268], [-1.352, -0.183, -0.243], [0.869, -2.368, -0.108], [0.934, 1.367, 1.629], [-1.282, 3.674, 1.411], [0.367, 3.633, 2.414], [1.718, -2.609, -2.114], [0.402, -0.812, -3.009], [-0.579, -0.704, -1.623], [-2.161, 0.431, -0.544], [-0.867, 0.391, 0.424], [-1.777, -0.892, 0.391], [0.747, -1.636, 0.536], [1.496, 1.963, 2.290], [1.730, -2.881, 0.100]], "de_lowest_ev": 3.838, "total_charge": 1, "homo_lumo_gap_ev": 10.179, "homo_energy_ev": -13.8}

=====

{"formula": "C2H11N4P", "method": "wB97M-V/def2-TZVPD", "symbols": ["C", "C", "N", "N", "N", "N", "P", "H", "H", "H", "H", "H", "H", "H", "H", "H", "H", "H"], "coordinates": [[1.542, -0.673, -0.950], [0.065, -1.973, 0.551], [-1.773, 0.826, 1.412], [0.426, 1.667, 0.631], [-1.396, 1.499, -1.340], [0.180, -0.998, -0.522], [-0.846, 0.818, 0.160], [1.443, 0.107, -1.548], [2.214, -0.404, -0.132], [2.075, -1.567, -1.428], [-0.560, -2.866, 0.367], [1.032, -2.282, 0.869], [-0.354, -1.448, 1.475], [-2.758, 0.648, 1.326], [0.957, 0.923, 0.961], [0.140, 2.101, 1.562], [-1.447, 2.473, -1.268], [-0.940, 1.150, -2.126]], "de_lowest_ev": 1.478, "spin_multiplicity": 3, "homo_lumo_gap_ev": [5.550, 6.893], "homo_energy_ev": [-4.7, -8.7], "s2": 2.008}

=====

{"formula": "C2H11N5", "method": "wB97M-V/def2-TZVPD", "symbols": ["N", "N", "N", "C", "C", "H", "H", "H", "H", "H", "H", "H", "N", "N", "H", "H", "H", "H"], "coordinates": [[1.389, 0.160, 0.687], [1.826, 0.136, -0.498], [1.891, -0.699, 1.568], [-0.995, -0.936, 0.489], [-1.581, -0.212, 1.434], [2.243, -1.605, 1.248], [2.347, -0.713, -0.776], [0.795, 0.404, -1.483], [1.428, -0.678, 2.463], [-0.772, -1.989, 0.651], [-1.785, 0.840, 1.293], [-1.853, -0.609, 2.404], [-1.079, 1.717, -1.759], [-0.275, 0.599, -2.115], [-0.812, -0.492, -0.549], [-0.890, -0.130, -2.472], [-0.505, 2.551, -1.809], [-1.374, 1.658, -0.777]], "de_lowest_ev": 5.908, "homo_lumo_gap_ev": 7.611, "homo_energy_ev": -7.3, "smiles": "[H]/N=N\\N.C=C.NN"}

=====

{"formula": "C2H11N5O", "method": "wB97M-V/def2-TZVPD", "symbols": ["C", "N", "C", "N", "O", "H", "H", "H", "H", "H", "H", "N", "N", "N", "H", "H", "H", "H", "H"], "coordinates": [[0.717, -1.872, 0.077], [0.543, 0.408, 1.103], [0.545, -0.368, -0.145], [-0.161, -0.153, 2.205], [1.322, 0.165, -1.030], [1.475, 0.771, 1.278], [-0.604, 0.591, 2.732], [0.451, -0.677, 2.823], [-0.034, -2.275, 0.760], [1.715, -2.050, 0.480], [0.647, -2.379, -0.885], [-1.216, 1.676, -0.916], [-1.084, -0.133, -0.628], [-0.362, 2.002, -1.868], [-0.711, 1.785, -0.025], [-0.774, 1.957, -2.794], [-1.278, -0.588, -1.514], [-1.760, -0.372, 0.095], [0.569, 1.513, -1.747]], "de_lowest_ev": 1.367, "homo_lumo_gap_ev": 9.376, "homo_energy_ev": -8.4}

=====

{"formula": "C2H11N5O4P", "method": "wB97M-V/def2-TZVPD", "symbols": ["C", "C", "N", "N", "N", "N", "N", "O", "O", "O", "O", "P", "H", "H", "H", "H", "H", "H", "H", "H", "H", "H", "H"], "coordinates": [[-1.471, -0.194, -0.255], [-0.178, 0.336, 0.469], [-2.654, 0.391, 0.444], [-1.471, -1.639, -0.314], [-1.490, 0.285, -1.683], [-0.157, -0.099, 1.831], [-0.063, 1.715, 0.259], [3.010, 0.800, 0.887], [2.992, 0.615, -1.669], [3.149, -1.469, -0.280], [0.998, -0.363, -0.173], [2.597, 0.015, -0.331], [-3.430, -0.251, 0.419], [-2.318, 0.470, 1.396], [-1.175, -1.872, 0.623], [-0.516, -1.887, -0.783], [-1.810, -0.429, -2.209], [-0.585, 0.585, -1.902], [-0.398, 0.821, 2.390], [0.792, -0.430, 2.033], [0.867, 1.988, 0.085], [3.986, -1.338, -0.710], [-0.674, 1.949, -0.527]], "de_lowest_ev": 1.795, "total_charge": -1, "homo_lumo_gap_ev": 8.849, "homo_energy_ev": -5.0, "smiles": "NC(N)(N)C(N)(N)O[P@](=O)([O-])O"}

=====

{"formula": "C2H11N7", "method": "wB97M-V/def2-TZVPD", "symbols": ["N", "C", "N", "N", "N", "H", "H", "H", "H", "H", "H", "C", "N", "N", "N", "H", "H", "H", "H", "H"], "coordinates": [[1.009, 1.407, -0.677], [1.555, 0.562, 0.360], [0.004, 2.365, -0.467], [2.705, -0.102, -0.043], [1.261, 0.626, 1.605], [1.410, 1.409, -1.605], [-0.880, 1.841, -0.372], [0.124, 2.853, 0.420], [3.039, 0.041, -0.982], [3.004, -0.809, 0.610], [0.441, 1.188, 1.812], [-1.388, -0.948, -0.223], [-2.136, -2.031, -0.688], [-0.372, -1.332, 0.665], [-1.864, 0.240, -0.201], [-3.019, -1.864, -1.143], [-1.690, -2.935, -0.705], [-0.105, -0.637, 1.363], [-0.432, -2.250, 1.079], [-2.667, 0.376, -0.808]], "de_lowest_ev": 0.494, "homo_lumo_gap_ev": 9.200, "homo_energy_ev": -8.4, "smiles": "[H]/N=C(/N)NN.N=C(N)N"}

=====

{"formula": "C2H11NO2", "method": "wB97M-V/def2-TZVPD", "symbols": ["C", "N", "C", "H", "H", "H", "H", "H", "H", "H", "H", "H", "O", "H", "H", "O"], "coordinates": [[0.073, 1.406, 1.381], [-1.296, 0.887, 1.403], [-1.538, -0.369, 2.057], [0.343, 1.903, 2.312], [0.751, 0.581, 1.159], [0.192, 2.134, 0.583], [-1.698, 1.017, 0.466], [-0.876, -1.192, 1.761], [-2.566, -0.665, 1.869], [-1.277, -0.219, 3.113], [2.347, 2.739, -2.805], [2.972, 1.462, -2.296], [3.136, 2.157, -2.928], [0.438, -3.794, -3.187], [-0.943, -3.834, -2.416], [-0.058, -4.212, -2.471]], "de_lowest_ev": 0.705, "total_charge": 1, "spin_multiplicity": 2, "homo_lumo_gap_ev": [10.109, 5.238], "homo_energy_ev": [-13.9, -13.9], "s2": 0.754}

=====

{"formula": "C2H11NO3", "method": "wB97M-V/def2-TZVPD", "symbols": ["C", "N", "C", "O", "H", "H", "H", "H", "H", "H", "H", "H", "H", "O", "H", "H", "O"], "coordinates": [[-1.203, -1.551, -0.203], [-1.861, -0.178, -0.402], [-1.080, 0.915, -0.669], [-0.220, 1.368, 0.367], [-0.828, -2.073, -1.125], [-2.144, -2.022, 0.216], [-0.276, -1.476, 0.547], [-2.855, -0.183, -0.657], [-0.327, 0.360, -1.237], [-1.473, 1.788, -1.110], [-0.223, 0.829, 1.251], [2.396, 1.030, -1.074], [2.022, 0.009, -0.063], [2.150, 0.114, -1.014], [2.835, 0.302, 1.336], [1.063, 0.315, 1.962], [2.027, 0.455, 1.877]], "de_lowest_ev": 3.557, "homo_lumo_gap_ev": 9.149, "homo_energy_ev": -8.7, "smiles": "CNCO.O.O"}

=====

{"formula": "C2H11NO3", "method": "wB97M-V/def2-TZVPD", "symbols": ["C", "O", "C", "N", "H", "H", "H", "H", "H", "H", "H", "H", "H", "O", "H", "H", "O"], "coordinates": [[-0.052, 1.266, 0.194], [-0.683, 2.452, 0.550], [0.395, 0.355, 1.394], [1.317, -0.678, 0.895], [0.840, 1.565, -0.378], [-0.616, 0.594, -0.460], [-0.742, 2.544, 1.500], [-0.420, -0.278, 1.750], [1.044, 1.004, 2.013], [2.237, -0.228, 0.816], [1.413, -1.409, 1.614], [-2.272, -2.424, -0.433], [-2.446, -0.996, -0.992], [-1.785, -1.587, -0.566], [1.357, -0.498, -2.459], [0.637, -1.012, -1.311], [0.980, -1.338, -2.144]], "de_lowest_ev": 2.183, "total_charge": 1, "spin_multiplicity": 2, "homo_lumo_gap_ev": [11.430, 5.532], "homo_energy_ev": [-15.2, -15.1], "s2": 0.755}

=====

{"formula": "C2H11NO4", "method": "wB97M-V/def2-TZVPD", "symbols": ["C", "C", "N", "O", "H", "H", "H", "H", "H", "H", "H", "O", "H", "H", "O", "H", "H", "O"], "coordinates": [[0.059, 0.838, 1.720], [0.896, 0.819, 0.460], [0.495, 1.672, -0.524], [1.847, 0.073, 0.317], [-0.555, 1.742, 1.789], [0.721, 0.822, 2.580], [-0.591, -0.021, 1.819], [-0.351, 2.199, -0.444], [1.006, 1.645, -1.387], [-2.988, -0.314, -1.135], [-2.610, -1.074, -2.378], [-2.545, -0.198, -1.984], [5.477, -0.407, -0.991], [3.999, -0.383, -0.677], [4.703, -0.995, -0.937], [-2.428, -1.954, 0.469], [-3.758, -2.513, 0.992], [-3.378, -1.951, 0.310]], "de_lowest_ev": 0.600, "homo_lumo_gap_ev": 10.422, "homo_energy_ev": -10.1, "smiles": "CC(N)=O.O.O.O"}